Density functional theory data (ωB97M-V/def2-TZVPD) for C4H6N2O in the gas phase.

Cartesian coordinates (Å):
N (-1.81910, -0.23026, -0.26487)
C (-0.42131, -0.16318, -0.07734)
C (0.21120, 1.18692, 0.12122)
C (1.40745, 0.87644, 0.63065)
C (1.45307, -0.60338, 1.02367)
O (0.38651, -0.84425, -1.16683)
N (0.12911, -0.90627, 1.04988)
H (-2.11000, 0.32569, -1.06276)
H (-2.15157, -1.18144, -0.39015)
H (-0.25136, 2.13939, -0.13282)
H (2.24917, 1.53864, 0.79088)
H (1.04536, -0.25046, -1.55256)
H (-0.12853, -1.88784, 1.03101)

Results
E_HOMO: -8.5009 eV
2S+1: 1
ΔE to the lowest compared entry with this formula, charge and spin: 4.4052 eV
gap between HOMO and LUMO: 0.3137 Eh
LUMO: 0.036 eV
total energy: -340.63302 hartree

Löwdin atomic charge list, values in e, 6 entries:
1 N 0.124
2 C -0.581
3 C -0.003
4 C -0.096
5 C 0.007
6 O -0.058